No. 1
DFT (ωB97M-V/def2-TZVPD) results for C29H25AgClN5O2S as an isolated structure.

Geometry as XYZ:
```
64
Properties=species:S:1:pos:R:3:forces:R:3:mulliken_charge:R:1
Ag 0.16669 0.27541 0.00225 -0.031 0.012 -0.306 0.40
N 4.72415 2.68549 3.00192 -0.085 -0.063 0.063 -0.72
C 3.57192 1.89745 3.23475 0.225 0.090 -0.036 0.58
C 2.42300 2.12093 2.48522 -0.160 0.055 -0.019 -0.58
C 1.29828 1.34270 2.68043 0.024 0.085 0.135 -0.08
C 1.30519 0.30969 3.61054 0.324 0.239 0.155 -0.25
C 2.43373 0.10964 4.39254 0.003 -0.001 -0.201 -0.53
C 3.55758 0.90804 4.21257 -0.021 -0.099 0.056 -0.76
S -0.07355 -0.78697 3.77041 -0.082 -0.235 -0.162 1.07
O -1.09169 -0.13455 4.56407 -0.033 0.081 0.034 -0.76
O 0.45593 -2.02574 4.31081 0.027 -0.022 0.157 -0.78
N -0.41465 -0.89167 2.21801 -0.513 -0.514 -0.046 0.30
C -1.23001 -1.84042 1.71048 0.611 0.575 0.071 0.20
N -1.13593 -1.91890 0.35080 -0.194 -0.204 -0.086 0.05
C -1.88444 -2.81280 -0.25950 0.031 0.140 0.032 -0.34
C -2.74284 -3.66482 0.42145 -0.035 -0.051 0.043 -0.61
C -2.76654 -3.50498 1.79869 -0.002 0.010 0.070 -0.28
N -2.03531 -2.62328 2.45947 -0.064 -0.068 -0.083 -0.66
H 4.72574 3.04441 2.05463 -0.012 0.001 -0.011 0.28
H 5.57639 2.16338 3.15034 -0.025 -0.020 0.035 0.26
H 2.41686 2.87358 1.70300 0.046 0.011 0.055 0.42
H 0.41520 1.52934 2.08531 -0.071 0.010 0.009 0.40
H 2.44856 -0.71096 5.09764 -0.026 0.003 0.017 0.42
H 4.44592 0.72503 4.80935 0.012 0.027 -0.021 0.31
H -1.79898 -2.84554 -1.34308 -0.003 -0.012 0.004 0.41
H -3.36268 -4.38971 -0.08706 0.000 -0.003 0.005 0.37
H -3.42014 -4.12378 2.41101 0.000 -0.012 -0.004 0.40
C 4.22209 3.96860 -0.93180 -0.027 -0.096 0.044 -0.39
C 2.87510 3.75980 -1.23251 -0.105 -0.063 -0.014 -0.54
C 2.29071 2.51101 -1.12821 0.125 0.105 -0.018 -0.41
C 3.02320 1.37263 -0.70607 -0.059 -0.100 0.119 0.09
C 4.38750 1.60764 -0.39392 0.028 0.011 -0.057 0.11
C 4.95942 2.86604 -0.50956 -0.038 -0.048 -0.019 -0.93
N 2.36785 0.19100 -0.51884 0.301 0.113 -0.095 -0.46
C 3.05612 -0.99825 -0.46578 0.037 -0.141 0.136 0.14
C 4.21162 -1.30016 -1.21955 -0.031 0.018 -0.040 -0.42
C 4.81380 -2.54903 -1.16356 0.010 0.006 -0.024 -0.53
C 4.30719 -3.56315 -0.35875 -0.098 0.173 0.000 -0.49
C 3.16193 -3.28339 0.38729 -0.029 -0.002 0.017 -0.71
C 2.55201 -2.04343 0.33749 0.019 -0.025 -0.005 -0.38
H 4.67233 4.95001 -1.01370 0.004 0.003 -0.001 0.35
H 2.25568 4.59329 -1.54895 0.024 0.013 -0.003 0.38
H 1.23544 2.37721 -1.33403 -0.001 0.009 -0.013 0.40
H 4.98754 0.78613 -0.02489 0.012 0.024 0.019 0.52
H 6.00750 2.98440 -0.24781 0.017 0.019 -0.005 0.34
H 4.62237 -0.54100 -1.87414 0.004 -0.023 -0.009 0.48
H 5.69532 -2.72808 -1.77275 0.001 -0.021 0.008 0.32
H 4.78156 -4.53568 -0.31500 0.011 -0.011 -0.002 0.35
H 2.72943 -4.04154 1.03142 0.026 -0.017 -0.003 0.40
H 1.66335 -1.84900 0.93009 0.020 0.005 -0.004 0.56
Cl -2.37098 2.56090 2.10236 -0.026 -0.144 -0.105 -0.28
C -3.13636 1.37911 1.04649 0.009 0.103 0.074 0.60
C -4.22690 0.69287 1.54604 0.069 0.047 0.042 -0.51
C -4.90460 -0.22890 0.75884 0.046 0.017 -0.055 -0.59
C -4.44988 -0.42876 -0.54475 0.078 0.048 0.002 -0.46
C -3.34429 0.24670 -1.02087 -0.061 -0.042 -0.021 -0.67
C -2.59686 1.16608 -0.24078 0.073 0.090 -0.059 0.98
C -1.37551 1.75733 -0.72690 -0.237 -0.109 0.137 -2.19
H -4.51970 0.87797 2.57201 -0.042 -0.008 -0.015 0.36
H -5.74390 -0.78357 1.15748 -0.007 -0.008 0.001 0.35
H -4.94952 -1.14203 -1.19258 -0.020 -0.005 0.011 0.35
H -2.98352 0.04534 -2.02504 -0.016 -0.009 -0.001 0.32
H -1.09099 2.70547 -0.28076 -0.034 0.024 0.017 0.61
H -1.28053 1.75174 -1.81132 -0.028 0.006 -0.028 0.42
```
Forces are in eV/Å.

Values from the calculation:
- total charge = -2
- gap between HOMO and LUMO (eV) = 5.83

---

No. 2
DFT (ωB97M-V/def2-TZVPD) results for C43H48AsN9OSeV as an isolated structure in a non-equilibrium geometry.

Geometry as XYZ:
```
104
Properties=species:S:1:pos:R:3:forces:R:3:mulliken_charge:R:1
V 0.41737 -0.54122 -0.11324 0.815 -1.146 -0.320 -0.62
C -0.36023 -0.47056 5.24904 -0.004 -0.071 -0.138 -1.22
N -0.54071 -0.75043 3.80644 -0.209 0.031 0.192 0.34
C -1.53378 -1.78402 3.48580 0.104 0.022 0.095 -0.65
C 0.24166 -0.23002 2.87477 0.141 -0.252 -0.324 -1.48
N 0.51898 -0.97381 1.70619 0.058 -0.179 0.356 3.21
C 1.08775 -2.31759 1.92516 -0.360 0.485 -0.238 -0.64
C 1.81539 -2.51759 3.06380 0.242 -0.086 0.251 -0.23
C 2.46737 -3.74194 3.31782 -0.037 0.161 0.068 -1.36
C 2.42286 -4.72663 2.38306 -0.006 -0.103 -0.099 -1.01
C 1.72315 -4.54142 1.16252 0.041 -0.060 0.019 1.22
C 1.75304 -5.56955 0.18531 0.059 -0.016 0.135 -0.98
C 1.13299 -5.41670 -1.01557 -0.074 0.063 -0.127 -1.38
C 0.42381 -4.22946 -1.27970 0.060 -0.218 -0.263 -0.49
C 0.32872 -3.24298 -0.34517 -0.227 0.690 0.221 -0.38
N -0.50577 -2.08000 -0.64761 -0.130 -0.317 -0.090 1.62
C -1.76761 -2.31508 -1.20001 0.466 -0.195 0.110 -0.74
N -2.48858 -3.34432 -0.77752 -0.258 -0.018 0.085 0.35
C -3.37073 -4.11281 -1.67706 0.106 0.069 0.067 -1.17
C -2.35948 -3.91169 0.56545 0.012 -0.005 -0.148 -1.26
N -2.20857 -1.52216 -2.17486 -0.133 0.235 -0.088 0.54
C -3.64627 -1.28554 -2.39205 0.175 -0.097 -0.008 -1.12
C -1.33104 -0.94207 -3.19917 -0.109 -0.123 0.088 -0.92
C 1.01026 -3.33484 0.91281 -0.100 0.063 -0.005 0.05
N 0.80150 0.96580 3.00907 0.037 0.181 0.084 0.60
C 0.25702 2.01906 3.88211 0.019 -0.090 -0.104 -1.21
C 2.05302 1.35922 2.36196 -0.065 0.000 0.059 -0.97
H -0.34985 -1.43057 5.76224 -0.004 -0.002 0.010 0.51
H -1.17162 0.13427 5.64881 -0.010 0.005 -0.001 0.40
H 0.59180 0.01773 5.42586 0.019 0.019 -0.014 0.36
H -1.94078 -2.15780 4.42103 -0.047 0.040 -0.021 0.48
H -1.06711 -2.61903 2.97088 0.001 -0.046 0.021 0.33
H -2.35097 -1.37066 2.89528 0.027 0.024 -0.046 0.22
H 1.92070 -1.71899 3.79085 -0.017 -0.057 -0.012 0.51
H 3.01097 -3.87858 4.24340 -0.009 0.019 -0.023 0.51
H 2.93601 -5.66578 2.54871 -0.010 0.015 -0.015 0.53
H 2.29722 -6.47820 0.41010 -0.012 0.009 0.010 0.54
H 1.17558 -6.19687 -1.76387 -0.007 0.019 0.006 0.52
H -0.08240 -4.11111 -2.23204 0.017 -0.008 0.017 0.61
H -3.12649 -3.90016 -2.71279 -0.010 0.019 -0.026 0.39
H -4.42249 -3.90844 -1.48652 -0.017 0.019 0.007 0.39
H -3.18128 -5.16857 -1.48936 0.000 -0.016 0.010 0.42
H -1.89411 -3.18912 1.22326 0.019 0.022 0.019 0.08
H -1.76702 -4.82696 0.54144 -0.004 -0.019 0.017 0.37
H -3.35669 -4.14510 0.93504 -0.015 0.003 0.001 0.57
H -4.20424 -1.49692 -1.48443 -0.003 -0.025 0.010 0.40
H -4.03795 -1.88169 -3.21421 -0.013 -0.031 -0.016 0.39
H -3.76935 -0.23657 -2.65169 -0.003 0.018 -0.012 0.29
H -0.30860 -1.27600 -3.06238 -0.058 0.009 0.015 0.11
H -1.36387 0.14519 -3.16159 0.012 0.019 0.007 -0.01
H -1.68933 -1.26548 -4.17690 -0.017 -0.022 -0.016 0.58
H 0.84021 2.11862 4.79594 -0.002 0.014 0.013 0.41
H -0.77970 1.81397 4.11667 -0.083 -0.005 0.013 0.42
H 0.31473 2.95503 3.32916 -0.028 0.036 -0.020 0.35
H 2.49330 0.53707 1.81612 0.002 -0.070 -0.014 0.13
H 2.76142 1.68285 3.12449 -0.009 0.018 0.033 0.56
H 1.87162 2.19696 1.69139 0.005 0.057 -0.097 0.12
O 0.01725 0.86435 -0.98502 -0.627 1.141 0.070 1.73
As -0.26503 2.66585 -1.01061 -0.254 -0.226 0.065 1.18
C -1.46199 3.13610 -2.38000 0.103 -0.228 -0.114 0.65
C -2.69412 2.48613 -2.46145 -0.060 0.142 -0.056 -0.20
C -3.65253 2.98218 -3.32330 -0.002 0.022 -0.053 -1.03
C -3.38651 4.12974 -4.07133 -0.021 -0.023 0.004 -0.69
C -2.16782 4.78297 -3.96173 0.043 -0.012 -0.016 -0.89
C -1.18375 4.28836 -3.11351 -0.158 -0.092 -0.170 -0.73
C -1.23736 2.94859 0.59639 0.164 0.049 0.058 0.90
C -2.06161 1.93951 1.08984 -0.155 0.065 0.098 0.26
C -3.03176 2.25718 2.03153 0.066 -0.002 0.054 -1.10
C -3.17097 3.56788 2.47604 0.021 0.014 0.026 -0.72
C -2.34212 4.56891 1.98278 -0.011 -0.015 0.032 -0.89
C -1.38123 4.26707 1.02757 0.043 -0.002 0.065 -0.77
C 1.42089 3.41767 -1.30632 0.126 -0.030 0.071 0.49
C 1.95237 3.23235 -2.58790 0.241 0.139 0.180 -0.39
C 3.19409 3.78013 -2.86860 -0.041 -0.008 -0.018 -1.09
C 3.87633 4.50442 -1.89447 0.014 -0.006 0.022 -0.72
C 3.33063 4.68891 -0.62897 0.043 0.021 -0.019 -0.93
C 2.09575 4.14048 -0.32339 -0.003 0.046 -0.068 -0.37
H -2.91275 1.62495 -1.84243 0.020 -0.016 0.060 0.56
H -4.61416 2.49291 -3.40720 -0.004 0.028 -0.010 0.49
H -4.14400 4.51988 -4.73854 0.001 0.001 0.012 0.45
H -1.97514 5.67793 -4.53849 -0.016 -0.012 0.007 0.47
H -0.23387 4.79882 -3.04052 0.034 0.020 0.042 0.45
H -2.02042 0.92498 0.70971 0.089 -0.067 -0.052 0.08
H -3.70103 1.48989 2.40160 0.021 0.016 -0.010 0.53
H -3.94085 3.81414 3.19722 0.028 -0.008 -0.029 0.49
H -2.45981 5.59016 2.32172 0.001 -0.022 -0.003 0.51
H -0.77291 5.06381 0.61495 -0.002 0.010 -0.017 0.54
H 1.40985 2.69367 -3.35443 -0.053 -0.019 0.017 0.73
H 3.62160 3.66664 -3.85589 0.020 0.009 -0.005 0.53
H 4.83710 4.94375 -2.12932 -0.005 0.001 -0.010 0.48
H 3.85821 5.27382 0.11294 0.009 -0.002 -0.029 0.50
H 1.65806 4.31987 0.65082 -0.039 -0.049 0.024 0.26
Se 2.76492 -0.19548 -4.52768 -0.039 -0.033 -0.329 0.37
N 4.31600 -0.54028 -3.79961 -0.222 0.092 0.181 -0.71
C 4.09169 -0.72836 -2.50668 0.193 -0.108 -0.007 0.60
C 5.09680 -1.06747 -1.56312 -0.033 0.029 -0.036 -0.63
C 4.70082 -1.26845 -0.27344 0.045 -0.005 0.008 -1.39
C 3.35023 -1.11999 0.08219 -0.180 0.018 -0.155 0.27
N 2.35894 -0.79065 -0.74679 0.325 0.054 -0.247 1.09
C 2.71933 -0.60521 -2.09050 -0.144 -0.111 0.681 -0.04
N 1.83837 -0.32779 -3.01688 0.133 0.083 -0.106 -0.14
H 6.12920 -1.16536 -1.87739 -0.029 -0.006 -0.030 0.53
H 5.40690 -1.54568 0.49729 -0.020 0.009 -0.008 0.58
H 3.07451 -1.31002 1.10872 -0.010 -0.015 0.067 0.11
```
Forces are in eV/Å.

Values from the calculation:
- total charge = +4
- gap between HOMO and LUMO (alpha / beta) (eV) = 5.68 / 6.21
- expectation value of S² = 0.7628
- energy above the lowest of the compared OMol25 structures with the same formula, charge and spin (kJ/mol) = 51.66
- multiplicity = 2